No. 1
Molecular formula: C24H54NO6S
Method: DFT, ωB97M-V/def2-TZVPD

The HOMO-LUMO gap is 7.7568 eV. Its HOMO energy is -10.96 eV. The value obtained for the LUMO energy is -3.202 eV. The net charge is +1.

Atoms and positions in Å:
H  0.43431  0.53557  -3.55512
C  3.99560  -0.19027  -1.88724
H  -4.17719  -1.41770  -3.15750
O  -5.03416  2.43398  -0.51449
H  0.48067  1.44072  0.42035
H  2.32102  -1.25461  4.38898
H  1.56616  -3.44004  2.57348
H  1.52954  2.59411  1.90673
C  -5.08798  0.51260  -3.01045
H  -1.00468  -2.39811  -4.82347
C  2.16569  0.56594  -5.58012
O  0.57287  -1.20827  -5.24553
N  -0.77207  -1.66068  4.55418
H  -0.67372  -2.23028  -6.56178
H  2.97036  1.94172  -2.60471
H  -1.42713  -0.88440  -5.65362
H  -0.60813  -1.84521  2.48992
H  -4.48278  4.37789  -0.68854
H  4.35106  -1.21556  -1.96994
H  4.28533  -0.91045  3.36067
H  -5.78199  4.09081  0.49049
C  3.57980  -2.85841  2.85172
H  1.34785  2.14180  5.40391
C  -0.69774  -1.70200  -5.60248
C  0.30845  0.51132  0.94773
H  -0.75292  0.45784  1.15447
H  -4.88937  -0.15325  -0.44073
C  2.66548  2.02459  3.64444
H  -6.12497  4.03003  -1.26263
H  2.86439  -0.03493  -4.99545
H  -1.46613  -1.37366  -2.65116
H  -5.55766  0.52276  -3.99576
H  0.33574  -3.39815  4.39378
H  1.97548  -2.00742  1.68084
H  -1.53615  -0.38769  2.98898
H  -6.31473  1.57075  0.83649
H  2.72579  1.03296  -6.39215
O  1.65209  1.65528  -4.82228
C  -0.68179  -1.01724  3.18660
C  2.18714  1.18648  -2.47076
H  -0.85890  -0.86770  5.19529
O  -6.08932  0.01507  -2.13372
H  -2.66626  -2.16709  -1.57981
H  0.29523  0.34492  -6.59231
H  0.63131  -0.27484  0.27081
C  0.69204  -0.39994  3.32439
H  0.55952  2.27219  -3.26803
H  1.52472  -0.87366  -7.03152
S  6.24964  -2.12670  2.86364
H  3.00600  1.70297  5.75308
H  0.87945  -2.41664  5.71552
H  6.31060  -1.89953  4.17996
H  2.18725  0.15085  1.88498
C  1.12866  1.37861  -3.53478
C  -5.38404  3.80186  -0.48904
H  -1.50771  -0.99617  -0.91551
H  3.91320  0.07503  -0.82412
H  2.63501  3.35678  5.38939
C  1.20927  0.50581  2.19226
C  -5.88336  0.18652  -0.74094
H  0.53824  2.22329  3.33365
H  -3.30474  -0.11596  -4.01300
C  -6.14596  1.59305  -0.25002
H  -7.04518  1.98265  -0.73993
H  -4.81358  1.53912  -2.76137
C  -2.12127  -1.23690  -1.78337
H  0.67132  0.20338  4.23370
C  4.50224  -1.67311  2.62423
C  -3.86328  -0.36866  -3.10160
C  2.11222  -2.50159  2.63930
H  1.72792  1.32403  -1.48020
O  -3.01353  -0.16649  -1.98137
H  -6.61803  -0.46941  -0.26837
C  1.40660  1.92790  2.75359
H  -1.60442  -2.22454  4.72778
O  2.74266  -0.11706  -2.52758
H  3.20717  1.09002  3.60489
C  2.38038  2.33848  5.13073
C  0.54809  -2.37694  4.68856
H  4.38108  -1.25878  1.63063
H  3.71375  -3.20094  3.87259
C  1.52934  -1.64519  3.75364
C  1.09272  -0.29803  -6.20207
H  3.84740  -3.64297  2.15609
H  3.33055  2.79472  3.28049
H  4.72243  0.47279  -2.36835

***

No. 2
Molecular formula: C21H26N2O5
Method: DFT, ωB97M-V/def2-TZVPD

The HOMO-LUMO gap is 8.4876 eV. Its HOMO energy is -8.28 eV. The value obtained for the LUMO energy is 0.206 eV. The SMILES is COc1ccc(CCNC(=O)CCN2C(=O)[C@H]3CC=CC[C@H]3C2=O)cc1OC. As for the energy above the lowest of the compared OMol25 structures with the same formula, charge and spin: 476.5 kcal/mol.

Atoms and positions in Å:
O  -2.91790  1.41819  0.95473
C  -0.21783  2.63006  -2.24911
H  1.42774  -1.22451  0.92797
O  2.29339  -4.05558  -0.77427
C  2.21976  3.10868  -2.37602
C  -2.51700  0.04028  0.96803
C  -1.16665  -3.83306  0.83899
H  -3.98710  1.44356  -0.91995
O  -0.36693  -0.30871  -1.23726
C  -1.14358  1.82341  3.06392
C  -3.31447  -0.82206  0.36504
N  1.68017  0.51936  -0.03419
H  -4.14316  -0.58345  -0.23265
C  0.38696  0.58122  -1.05660
C  1.94586  3.79431  -1.14417
H  3.21378  3.18379  -2.84639
H  -1.24091  2.61198  2.31043
C  1.03475  2.65260  -2.95723
N  0.38056  -3.13586  -0.93085
C  -0.13412  2.19659  -0.74098
C  -0.51991  -4.01809  -0.36995
H  -0.94780  1.85526  -2.90276
C  1.78723  -3.05724  -0.77720
C  -3.99628  1.88452  0.29829
H  -4.12577  2.98617  0.42521
H  1.79506  -1.37360  -1.94026
H  -1.30255  -4.22476  -1.30596
H  -0.26893  -3.88902  1.80481
H  -0.43020  3.46838  -2.31221
H  1.00561  3.27467  0.70729
H  3.46867  -1.80568  -1.40367
H  1.33936  2.13289  -3.71501
H  2.94191  3.94516  -0.37553
H  -0.01180  -1.75069  2.31233
O  3.16382  1.70157  0.93077
H  -0.20378  2.28100  3.52147
H  1.63288  4.76275  -1.10501
H  -0.07903  -5.06115  -0.35337
H  -0.69939  2.41130  -0.09191
C  1.33623  2.70432  -0.20148
C  2.27804  -0.84979  0.13864
C  -1.40561  -0.12644  1.59029
H  -2.00931  -4.55784  1.24716
C  -0.99433  -1.32211  1.91589
C  -1.70196  -2.36554  1.11543
H  -3.28090  -2.74292  -0.14935
C  2.53424  -1.63147  -1.01820
C  2.16540  1.74132  0.37049
C  -3.04863  -2.06119  0.31116
H  3.11915  -0.47645  0.62546
H  -2.12583  1.56706  3.65327
O  -0.53699  0.78354  2.24024
H  -4.90750  1.44423  0.58824
H  -0.18827  -2.12197  -0.89245